Entry 1:
Computed, not measured: a structure of composition C24H54N2O8Sr at a distorted geometry, with ωB97M-V/def2-TZVPD.

Positions of all 89 atoms, in Å:
1 Sr -0.0699 1.0274 0.7620
2 C -0.5614 -1.0763 -2.4975
3 C 0.9769 -1.0520 -2.6201
4 C 1.3673 -1.6353 -3.9677
5 C 1.0560 -0.7232 -5.1685
6 C 1.6375 0.6568 -4.8867
7 C 1.4742 1.2821 -3.4862
8 N 1.5483 0.2522 -2.4817
9 O 1.5706 0.7451 -1.1765
10 C 0.1316 2.0516 -3.4149
11 C 2.6556 2.2360 -3.3322
12 C 1.5398 -1.9929 -1.5654
13 H -0.9271 -2.0599 -2.1831
14 H -1.1121 -0.7892 -3.3960
15 H -0.8913 -0.3818 -1.7112
16 H 0.9734 -2.6427 -4.1168
17 H 2.4634 -1.7162 -3.9599
18 H -0.0198 -0.7787 -5.3587
19 H 1.5664 -1.2095 -6.0008
20 H 1.1935 1.3747 -5.5867
21 H 2.6873 0.5628 -5.1783
22 H -0.0739 2.5670 -4.3639
23 H 0.1552 2.8387 -2.6623
24 H -0.6944 1.3618 -3.2763
25 H 3.5616 1.6369 -3.2396
26 H 2.6416 2.8968 -2.4608
27 H 2.6835 2.8832 -4.2154
28 H 2.6168 -1.8510 -1.4778
29 H 1.2280 -3.0267 -1.7208
30 H 1.1322 -1.7439 -0.5787
31 C 0.3884 -3.0242 4.2206
32 C 0.6677 -2.8202 2.7160
33 C 1.0386 -4.1843 2.1271
34 C -0.1921 -5.0536 1.9099
35 C -1.1847 -4.2545 1.0719
36 C -1.6619 -2.9693 1.7378
37 N -0.4662 -2.2187 2.0353
38 O -0.7340 -0.8719 2.3788
39 C -2.5206 -3.2956 2.9753
40 C -2.5166 -2.2484 0.7106
41 C 1.8829 -1.9191 2.6133
42 H 1.2780 -3.3849 4.7505
43 H -0.3988 -3.7517 4.4117
44 H 0.0586 -2.0913 4.6849
45 H 1.6561 -4.6870 2.8796
46 H 1.6004 -4.1353 1.1923
47 H -0.6978 -5.3132 2.8396
48 H 0.0565 -5.9468 1.3326
49 H -2.0239 -4.8950 0.7756
50 H -0.6731 -3.9789 0.1400
51 H -3.5990 -3.1564 2.8048
52 H -2.2974 -2.6585 3.8303
53 H -2.4738 -4.3360 3.3092
54 H -1.8947 -1.8945 -0.1134
55 H -3.1161 -1.4584 1.1561
56 H -3.2427 -2.9665 0.3129
57 H 1.6057 -1.0033 3.1332
58 H 2.0626 -1.6066 1.5810
59 H 2.7717 -2.3566 3.0650
60 C 1.9555 2.2169 3.0160
61 C 0.6746 2.2249 3.8204
62 O -0.5028 2.2363 2.9778
63 O 2.0773 1.0878 2.1588
64 H 2.8681 2.2273 3.6180
65 H 1.9627 3.1890 2.4986
66 H 0.6709 3.2042 4.3104
67 H 0.5996 1.4377 4.5690
68 H -1.1481 2.8189 3.3821
69 H 3.0005 0.8707 2.0074
70 C -3.1644 2.5746 -0.5308
71 C -3.6275 1.2727 0.0242
72 O -2.7366 0.9502 1.1560
73 O -1.7491 2.5118 -0.7651
74 H -3.4257 3.4059 0.1251
75 H -3.6734 2.7098 -1.4934
76 H -3.4861 0.4302 -0.6510
77 H -4.6174 1.3807 0.4618
78 H -3.2571 0.3951 1.7425
79 H -1.5338 3.4293 -0.9662
80 C 0.4570 4.6935 0.3879
81 C -0.1230 5.4388 -0.8117
82 O -1.5302 5.6317 -0.6877
83 O 0.8740 3.3792 0.0383
84 H -0.2310 4.6136 1.2270
85 H 1.3330 5.2258 0.7815
86 H 0.1137 4.9091 -1.7371
87 H 0.3948 6.3984 -0.9152
88 H -1.7183 6.5493 -0.4815
89 H 1.6582 3.3736 -0.5231

Calculated total energy in eV: -45957.2916
LUMO in eV: -0.3
Molar mass in g mol⁻¹: 586.3
Total charge: 0
Orbital gap in eV: 4.9386

Atomic partial charges in e from the Löwdin method, atoms 1 to 2:
1. Sr 1.526
2. C -0.034


Entry 2:
Computed, not measured: a structure of composition C24H55FIN8O11S2, with ωB97M-V/def2-TZVPD.

Positions of all 102 atoms, in Å:
1 C -5.0849 2.6100 -0.2264
2 C -4.6022 1.1766 -0.4684
3 C -3.8965 0.5167 0.6920
4 F -4.6628 0.5340 1.8405
5 S -2.2880 1.2776 1.1173
6 O -2.5152 2.3595 2.0412
7 O -1.4257 0.1954 1.5403
8 N -1.9008 1.7422 -0.3747
9 S -0.6642 2.6261 -0.6826
10 O -0.3598 2.4916 -2.0906
11 O 0.4135 2.5817 0.2713
12 I -1.4906 4.9461 -0.5081
13 H -6.0874 2.5995 0.2036
14 H -4.4197 3.1413 0.4583
15 H -5.1176 3.1541 -1.1731
16 H -5.4709 0.5423 -0.6893
17 H -3.9553 1.1091 -1.3391
18 H -3.6333 -0.5207 0.4641
19 C 1.1330 -1.3591 1.5939
20 C 1.7640 -2.6584 1.1782
21 O 2.1313 -2.8594 0.0244
22 N 1.9267 -3.6137 2.1304
23 C 1.5574 -3.5336 3.5306
24 H 1.0644 -0.7019 0.7332
25 H 0.1280 -1.5128 1.9838
26 H 1.7325 -0.8733 2.3666
27 H 2.3614 -4.4593 1.7963
28 H 2.4326 -3.6456 4.1724
29 H 0.8351 -4.3104 3.7877
30 H 1.1094 -2.5679 3.7375
31 C 4.7896 -0.3248 2.4736
32 C 4.4648 0.4315 3.7410
33 O 3.9705 -0.1237 4.7100
34 N 4.7362 1.7614 3.7567
35 C 5.2953 2.5738 2.6956
36 H 4.4934 -1.3605 2.6171
37 H 4.2354 0.0879 1.6296
38 H 5.8571 -0.2976 2.2527
39 H 4.4865 2.2137 4.6221
40 H 6.2294 3.0424 3.0116
41 H 4.6004 3.3605 2.3985
42 H 5.5017 1.9589 1.8255
43 C 3.2693 3.6685 -1.8847
44 C 3.9043 5.0293 -2.0304
45 O 3.3262 6.0552 -1.7192
46 N 5.1763 5.0841 -2.5283
47 C 6.0214 3.9872 -2.9471
48 H 2.2757 3.7914 -1.4766
49 H 3.1909 3.1641 -2.8501
50 H 3.8483 3.0361 -1.2073
51 H 5.5386 6.0214 -2.5988
52 H 6.9416 3.9437 -2.3637
53 H 6.2944 4.0754 -4.0016
54 H 5.5014 3.0480 -2.8130
55 C -8.5498 0.7883 3.6696
56 C -7.7062 1.8274 2.9618
57 O -7.5742 1.8376 1.7538
58 N -7.0706 2.7509 3.7341
59 C -7.0897 2.8850 5.1715
60 H -8.9675 0.1340 2.9107
61 H -7.9447 0.1962 4.3570
62 H -9.3614 1.2526 4.2320
63 H -6.5033 3.3935 3.2020
64 H -7.4756 3.8615 5.4730
65 H -6.0870 2.7726 5.5888
66 H -7.7255 2.1203 5.6076
67 C 6.1796 -1.9403 -3.2251
68 C 5.6684 -0.6338 -2.6553
69 O 6.4345 0.2221 -2.2364
70 N 4.3271 -0.4576 -2.6260
71 C 3.2839 -1.3639 -3.0705
72 H 7.2640 -1.9215 -3.1737
73 H 5.8058 -2.7890 -2.6513
74 H 5.8712 -2.0644 -4.2638
75 H 4.0380 0.4233 -2.2283
76 H 2.6809 -0.8939 -3.8495
77 H 2.6397 -1.6181 -2.2271
78 H 3.7195 -2.2755 -3.4661
79 C -3.2681 -1.3475 -4.0966
80 C -3.0678 0.0770 -3.6224
81 O -3.9175 0.9401 -3.7791
82 N -1.9140 0.3699 -2.9697
83 C -0.8117 -0.5050 -2.6520
84 H -4.2414 -1.4018 -4.5755
85 H -2.4979 -1.6385 -4.8127
86 H -3.2420 -2.0445 -3.2577
87 H -1.8527 1.3286 -2.6423
88 H -0.6691 -0.5686 -1.5706
89 H 0.1175 -0.1384 -3.0941
90 H -1.0036 -1.5046 -3.0347
91 C -2.3732 -6.5681 -0.8909
92 C -2.1230 -5.2467 -0.1887
93 O -3.0098 -4.6813 0.4257
94 N -0.8714 -4.7266 -0.2760
95 C 0.2761 -5.2801 -0.9640
96 H -3.4115 -6.8365 -0.7222
97 H -2.1940 -6.4859 -1.9637
98 H -1.7300 -7.3549 -0.4947
99 H -0.7544 -3.8444 0.2006
100 H 1.0972 -5.4561 -0.2688
101 H 0.6354 -4.5894 -1.7270
102 H 0.0066 -6.2197 -1.4364

Calculated total energy in eV: -92716.9433
LUMO in eV: 2.1
Molar mass in g mol⁻¹: 841.8
Total charge: -1
Orbital gap in eV: 8.3554

Atomic partial charges in e from the Löwdin method, atoms 1 to 2:
1. C -0.081
2. C -0.218


Entry 3:
Computed, not measured: a structure of composition C24H55FN2NbO4 at a distorted geometry, with ωB97M-V/def2-TZVPD.

Positions of all 87 atoms, in Å:
1 C -1.1559 3.1785 1.9462
2 C -1.1893 2.5393 0.7835
3 Nb -1.1968 1.2996 -1.1642
4 F -1.0963 -0.0395 -2.7750
5 C -3.4753 1.6315 -1.4425
6 C -4.1758 0.9105 -0.1798
7 C -5.7770 1.0561 -0.1066
8 C -6.6067 0.0578 -1.0628
9 C -5.9375 -1.3921 -1.2865
10 C -6.1617 -2.4317 -0.0677
11 C -4.8659 -2.6813 0.8568
12 C -3.8139 -3.7675 0.2268
13 C -2.9193 -3.1719 -0.9742
14 C -1.3883 -3.6766 -1.0046
15 H -1.0167 3.5730 3.0230
16 H -1.5820 -0.1464 -0.0910
17 H 0.5872 1.0208 -0.8481
18 H -0.7746 2.7429 -2.1764
19 H -3.7097 1.1164 -2.4627
20 H -3.6833 2.7614 -1.5098
21 H -3.7565 1.4416 0.7688
22 H -3.7792 -0.1620 -0.1363
23 H -6.0234 2.1396 -0.4585
24 H -6.1960 0.9757 0.9699
25 H -6.8947 0.5087 -2.0887
26 H -7.6233 -0.1386 -0.5255
27 H -4.8286 -1.3181 -1.6300
28 H -6.4891 -1.8592 -2.2021
29 H -7.0884 -2.1838 0.5882
30 H -6.4115 -3.4589 -0.5585
31 H -4.3383 -1.7210 1.2156
32 H -5.2577 -3.1938 1.8288
33 H -4.3361 -4.7669 -0.0107
34 H -3.0748 -3.9895 1.1011
35 H -3.4549 -3.4281 -1.9768
36 H -2.9138 -2.0084 -0.9392
37 H -0.7249 -2.7320 -1.1545
38 H -1.2326 -4.2975 -1.9784
39 H -1.0559 -4.2831 -0.0931
40 C 5.0147 7.1782 0.9472
41 O 3.8371 6.9902 1.7157
42 C 2.9930 8.1434 1.7358
43 C 1.6840 7.8582 0.9960
44 N 1.9093 7.7377 -0.4457
45 C 0.7448 7.2308 -1.1791
46 C 0.3040 5.7877 -0.8851
47 O 1.2429 4.8039 -1.3027
48 C 2.2487 4.5066 -0.3477
49 H 5.6509 6.3013 1.0806
50 H 4.7748 7.2698 -0.1157
51 H 5.5650 8.0627 1.2839
52 H 3.4950 9.0307 1.3331
53 H 2.7616 8.3441 2.7871
54 H 0.9783 8.6730 1.1845
55 H 1.2636 6.9335 1.4062
56 H 2.6873 7.1072 -0.6072
57 H 0.9967 7.2948 -2.2429
58 H -0.1018 7.9068 -1.0161
59 H -0.5996 5.6014 -1.4757
60 H 0.0139 5.6375 0.1598
61 H 1.8959 4.6221 0.6817
62 H 3.1286 5.1306 -0.5216
63 H 2.5541 3.4678 -0.4909
64 C 5.6006 -5.0556 2.6879
65 O 5.5471 -4.5364 1.3684
66 C 5.9599 -5.4813 0.3789
67 C 4.7758 -5.8760 -0.5065
68 N 3.8133 -6.6933 0.2351
69 C 2.5501 -6.9014 -0.4792
70 C 1.6716 -5.6644 -0.7268
71 O 1.1339 -5.0940 0.4614
72 C 1.9815 -4.1491 1.0980
73 H 5.3850 -4.2414 3.3822
74 H 4.8478 -5.8361 2.8296
75 H 6.5962 -5.4512 2.9131
76 H 6.4392 -6.3618 0.8220
77 H 6.7066 -4.9776 -0.2434
78 H 5.1425 -6.4421 -1.3680
79 H 4.3097 -4.9538 -0.8705
80 H 3.6087 -6.2417 1.1201
81 H 1.9693 -7.6114 0.1188
82 H 2.7578 -7.3935 -1.4358
83 H 0.8067 -5.9970 -1.3112
84 H 2.1709 -4.9053 -1.3377
85 H 2.6128 -3.6073 0.3873
86 H 2.5959 -4.6441 1.8529
87 H 1.3505 -3.4247 1.6175

Calculated total energy in eV: -41207.3012
LUMO in eV: 2.2
Molar mass in g mol⁻¹: 547.6
Total charge: -1
Orbital gap in eV: 6.8501

Atomic partial charges in e from the Löwdin method, atoms 1 to 2:
1. C -0.125
2. C -0.380